Computed, not measured: a structure of composition C19H22FeO9 at a distorted geometry, with wB97M-V/def2-TZVPD.

Computed properties:
total charge	0
expectation value of S²	6.0804
ΔE to the lowest compared entry with this formula, charge and spin	0.0	kcal/mol
frontier orbital gap (spin up / spin down)	5.5 / 6.6	eV
HOMO level (spin up / spin down)	-0.1887 / -0.3201	hartree
spin multiplicity	5

Structure (XYZ):
```
51
Properties=species:S:1:pos:R:3:forces:R:3:lowdin_charge:R:1
C 3.995 -1.375 3.229 0.22 -0.14 0.16 -0.069
C 3.524 0.014 2.894 -0.15 0.02 -0.05 -0.191
O 2.148 -0.109 2.441 0.03 0.82 -0.11 0.011
C 1.652 0.996 1.850 1.73 1.41 -0.37 -0.418
C 0.376 0.737 1.062 -0.38 -0.97 1.70 -0.137
C -0.697 1.503 1.888 -0.24 0.66 1.55 -0.358
O -0.411 2.242 2.824 -0.38 -1.22 -1.73 0.131
O -1.969 1.243 1.523 0.49 0.79 0.20 -0.029
C -2.988 2.072 2.178 0.27 -0.45 -0.02 -0.179
C -4.221 1.212 2.259 -0.31 -0.31 0.14 -0.070
C 0.205 -0.780 1.089 0.41 -1.80 -1.09 -0.404
O 0.846 -1.567 0.389 -1.11 1.39 1.20 0.092
O -0.708 -1.223 1.945 0.48 -0.09 -0.78 0.027
C -0.893 -2.661 1.823 -0.34 0.31 0.70 -0.192
C -2.125 -2.876 2.650 -0.32 -0.23 0.14 -0.070
O 2.203 2.079 1.849 -0.47 -1.36 -0.03 0.144
H 5.068 -1.314 3.410 0.05 -0.13 0.13 0.079
H 3.511 -1.771 4.127 0.02 0.06 -0.13 0.081
H 3.842 -2.076 2.404 -0.08 0.17 0.03 0.084
H 3.568 0.689 3.763 -0.06 -0.17 -0.37 0.135
H 4.127 0.439 2.077 -0.32 0.00 0.27 0.132
H -2.600 2.358 3.162 -0.22 0.05 -0.33 0.121
H -3.162 2.959 1.557 0.23 -0.16 0.13 0.132
H -5.081 1.809 2.569 0.05 0.02 -0.02 0.079
H -4.452 0.763 1.285 0.06 0.12 0.22 0.083
H -4.093 0.409 2.998 0.01 0.16 -0.26 0.082
H -1.058 -2.952 0.780 0.25 0.22 0.21 0.133
H 0.003 -3.161 2.217 -0.29 0.11 -0.18 0.136
H -2.301 -3.940 2.750 -0.19 -0.20 0.19 0.076
H -2.019 -2.411 3.637 0.00 -0.24 -0.16 0.087
H -2.988 -2.424 2.149 0.11 -0.08 0.12 0.081
O 2.387 4.082 -2.338 -1.39 -1.84 -0.59 0.143
C 1.587 3.355 -2.767 3.45 3.86 1.85 -0.179
Fe 0.430 2.320 -3.576 -1.76 -2.63 1.02 0.278
C -0.813 3.608 -3.518 -3.96 3.42 0.90 -0.111
O -1.489 4.545 -3.424 1.62 -1.74 -0.38 0.135
C 1.086 2.607 -5.145 1.80 3.52 -6.28 -0.126
O 1.267 3.213 -6.126 -0.20 -2.07 2.30 0.141
C 0.458 1.183 -0.375 0.60 0.78 -1.41 -0.224
C 1.690 0.627 -1.141 0.14 -0.10 0.30 -0.116
C 1.550 0.835 -2.641 1.78 -1.38 0.69 -0.244
C 0.361 0.298 -3.238 -1.46 -0.83 1.44 -0.205
C -0.828 0.521 -2.462 0.40 -1.26 -2.53 -0.136
C -0.794 0.861 -1.125 -0.59 0.68 1.30 -0.022
H 0.604 2.276 -0.339 -0.13 0.00 0.00 0.161
H 2.604 1.099 -0.756 -0.20 -0.01 -0.12 0.125
H 1.733 -0.451 -0.901 0.25 0.65 -0.44 0.114
H 2.501 0.755 -3.187 -0.40 -0.15 0.19 0.116
H 0.339 -0.232 -4.200 -0.11 0.48 0.33 0.121
H -1.789 0.337 -2.966 0.39 -0.14 0.50 0.113
H -1.713 0.929 -0.542 0.19 -0.04 -0.55 0.111
```
Forces are in eV/Å.

***

Computed, not measured: the ion C19H22IN4O with charge +1 at a distorted geometry, with wB97M-V/def2-TZVPD.

Computed properties:
total charge	+1
frontier orbital gap	7.1	eV
SMILES	C=CCN/C(Nc1cccnc1)=[N+](/CC(=O)I)Cc1ccc(C)cc1
HOMO level	-0.4213	hartree
spin multiplicity	1

Structure (XYZ):
```
47
Properties=species:S:1:pos:R:3:forces:R:3:lowdin_charge:R:1
C 1.726 -0.870 3.878 -0.45 -1.17 -1.15 0.013
C 1.597 -1.703 2.780 -0.24 1.10 0.77 -0.146
C 0.154 -1.827 2.172 -0.21 -0.89 1.47 -0.127
N 0.109 -2.505 0.852 0.62 0.61 0.24 0.169
C 0.429 -1.908 -0.261 0.23 -0.70 0.09 -0.219
N 0.302 -2.670 -1.500 -1.49 0.16 1.21 0.122
C -1.151 -2.923 -1.645 -3.06 0.85 -1.43 -0.205
C -2.037 -1.908 -2.272 -0.84 -3.54 1.65 0.023
C -3.437 -2.335 -2.283 0.49 0.50 0.03 -0.033
C -3.940 -3.594 -1.754 1.60 1.13 -0.42 -0.105
N -3.091 -4.514 -1.226 0.27 1.87 -0.73 0.059
C -1.793 -4.149 -1.200 1.64 0.40 0.15 -0.124
N 0.855 -0.553 -0.169 0.10 -0.96 -1.05 -0.077
C 2.289 -0.380 -0.503 0.66 1.00 0.08 -0.125
C 2.649 -0.532 -2.032 0.16 -0.63 -0.23 -0.765
O 2.941 -1.566 -2.538 -0.19 0.38 0.67 0.006
I 2.670 1.217 -3.358 -0.08 -0.24 0.67 0.838
C -0.040 0.384 -0.891 -1.64 0.96 0.67 -0.149
C 0.067 1.842 -0.314 0.34 0.96 -0.01 -0.201
C -0.219 2.951 -1.215 0.55 0.81 2.51 -0.042
C -0.164 4.308 -0.676 0.13 -1.53 1.00 -0.025
C 0.156 4.581 0.729 -0.01 -1.45 -0.75 -0.232
C 0.145 6.069 1.226 -0.36 -1.30 -0.14 -0.059
C 0.463 3.449 1.610 -0.68 -0.04 -2.32 -0.018
C 0.410 2.080 1.077 -0.40 1.95 -0.61 -0.035
H 2.508 -0.078 3.905 0.14 -1.58 0.91 0.080
H 0.961 -1.012 4.689 0.18 1.45 -1.19 0.087
H 2.466 -2.283 2.373 -0.73 1.45 -0.61 0.111
H -0.341 -0.829 2.040 0.79 -0.99 0.19 0.126
H -0.475 -2.436 2.877 0.28 0.48 -0.76 0.143
H -0.197 -3.486 0.852 0.10 0.53 -0.32 0.169
H 0.737 -3.599 -1.401 0.19 0.57 0.01 0.143
H -1.678 -0.932 -2.653 -0.42 -0.95 0.18 0.103
H -4.186 -1.624 -2.716 0.77 -0.77 0.42 0.111
H -5.034 -3.825 -1.781 1.22 0.20 0.02 0.124
H -1.092 -4.917 -0.762 -0.76 0.61 -0.47 0.118
H 2.901 -1.095 0.099 -0.45 0.43 -0.70 0.134
H 2.578 0.665 -0.196 -0.44 -1.03 -0.22 0.130
H 0.049 0.367 -2.007 0.26 0.05 0.90 0.085
H -1.098 0.055 -0.660 1.04 0.18 -0.22 0.135
H -0.491 2.792 -2.280 0.32 0.04 0.93 0.105
H -0.399 5.164 -1.348 0.25 -0.78 0.61 0.111
H -0.879 6.306 1.634 1.05 -0.15 -0.41 0.092
H 0.350 6.725 0.345 -0.03 -0.36 0.97 0.080
H 0.890 6.179 2.050 -0.55 0.19 -0.80 0.080
H 0.716 3.674 2.673 -0.23 -0.48 -1.02 0.110
H 0.617 1.242 1.781 -0.11 0.65 -0.78 0.084
```
Forces are in eV/Å.

***

Computed, not measured: a structure of composition C19H22LuN4O8 at a distorted geometry, with wB97M-V/def2-TZVPD.

Computed properties:
total charge	+1
ΔE to the lowest compared entry with this formula, charge and spin	7.4	kcal/mol
frontier orbital gap	9.5	eV
HOMO level	-0.4401	hartree
spin multiplicity	1

Structure (XYZ):
```
54
Properties=species:S:1:pos:R:3:forces:R:3:lowdin_charge:R:1
Lu 0.671 0.861 0.328 0.75 -0.41 -1.40 1.838
O -0.076 -3.368 1.441 0.02 0.03 -0.08 0.201
C -0.350 -2.170 0.988 -0.14 0.01 0.08 -0.448
O 0.470 -1.448 0.451 0.14 0.02 -0.18 -0.004
C -1.802 -1.790 1.153 0.05 0.07 0.07 -0.078
O -1.997 -0.410 0.965 -0.08 0.23 0.12 -0.119
C -2.084 0.392 2.169 0.00 -0.13 0.01 -0.049
C -0.721 1.044 2.176 -0.68 0.26 1.16 -0.641
O -0.580 2.134 1.544 -0.52 0.08 0.58 -0.081
O 0.280 0.321 2.441 -0.34 0.14 0.29 -0.044
H 0.860 -3.573 1.283 0.02 -0.04 -0.01 0.161
H -2.358 -2.321 0.380 -0.07 -0.06 -0.07 0.161
H -2.162 -2.132 2.121 -0.01 -0.05 0.07 0.151
H -2.873 1.117 2.023 -0.11 0.07 -0.02 0.141
H -2.264 -0.221 3.048 -0.01 -0.05 0.02 0.142
C 4.577 -2.043 -0.752 -0.01 0.07 -0.03 -0.060
C 5.145 -0.635 -0.589 0.00 -0.10 -0.01 -0.148
C 4.359 0.467 -1.341 -0.07 -0.07 -0.03 -0.312
C 5.040 1.829 -1.126 0.00 0.10 -0.02 -0.158
C 4.304 3.004 -1.766 0.02 -0.08 -0.03 -0.058
C 4.372 0.143 -2.825 0.04 -0.01 -0.10 -0.408
O 5.386 0.192 -3.475 -0.07 -0.07 0.00 0.135
N 3.169 -0.228 -3.401 0.07 0.00 0.21 0.227
C 1.928 -0.256 -2.784 0.01 0.29 -0.05 -0.491
O 0.938 -0.590 -3.387 -0.02 -0.11 0.10 0.098
N 1.878 0.167 -1.456 0.37 -0.13 -0.55 0.051
C 2.968 0.493 -0.789 0.16 0.04 0.21 -0.450
O 2.796 0.851 0.440 0.34 0.13 -0.39 -0.115
H 5.126 -2.746 -0.126 0.01 0.02 -0.02 0.083
H 4.656 -2.394 -1.783 -0.01 0.02 0.03 0.086
H 3.523 -2.095 -0.457 0.04 0.02 0.00 0.068
H 6.165 -0.592 -0.969 0.05 -0.03 0.00 0.131
H 5.170 -0.351 0.463 -0.01 0.01 0.01 0.126
H 6.035 1.740 -1.560 0.04 0.01 0.02 0.128
H 5.154 1.979 -0.052 -0.02 0.03 0.00 0.126
H 4.189 2.864 -2.845 0.01 0.00 0.06 0.087
H 4.860 3.929 -1.615 -0.01 -0.04 0.00 0.084
H 3.309 3.142 -1.334 -0.03 -0.02 0.01 0.055
H 3.185 -0.480 -4.379 0.01 -0.02 -0.05 0.174
N -0.542 4.763 -1.610 -0.13 0.05 -0.11 0.150
C 0.347 4.098 -0.851 -0.03 0.13 -0.01 -0.134
N 0.246 2.803 -0.990 -0.06 -0.62 -0.09 -0.011
C -0.799 2.599 -1.903 0.17 -0.10 0.03 -0.226
C -1.326 1.413 -2.415 -0.07 0.06 0.02 -0.024
C -2.376 1.519 -3.300 -0.04 0.04 -0.04 -0.056
C -2.885 2.770 -3.688 -0.02 -0.02 -0.03 -0.063
C -2.357 3.949 -3.203 -0.04 0.05 0.01 0.002
C -1.308 3.829 -2.298 0.12 0.27 0.09 -0.177
H -0.628 5.763 -1.664 0.01 0.06 0.01 0.170
H 1.048 4.600 -0.202 -0.03 -0.01 -0.02 0.148
H -0.903 0.444 -2.189 0.07 -0.12 0.01 0.085
H -2.804 0.621 -3.728 0.02 0.04 0.02 0.115
H -3.704 2.808 -4.396 0.05 0.00 0.05 0.113
H -2.743 4.913 -3.511 0.02 -0.06 0.02 0.120
```
Forces are in eV/Å.

***

Computed, not measured: the molecule C19H22N2O3 at a distorted geometry, with wB97M-V/def2-TZVPD.

Computed properties:
total charge	0
ΔE to the lowest compared entry with this formula, charge and spin	23.3	kcal/mol
frontier orbital gap	8.9	eV
SMILES	Cc1ccc(NC(=O)C2CCN(C(=O)c3ccco3)CC2)cc1C
HOMO level	-0.3067	hartree
spin multiplicity	1

Structure (XYZ):
```
46
Properties=species:S:1:pos:R:3:forces:R:3:lowdin_charge:R:1
C -3.804 -0.771 5.633 0.03 0.06 -0.03 -0.050
C -3.106 -0.347 4.378 0.01 -0.10 -0.07 -0.246
C -2.822 -1.270 3.382 -0.01 0.22 0.14 -0.033
C -2.181 -0.910 2.211 0.09 -0.08 -0.22 -0.008
C -1.807 0.413 2.020 -0.15 -0.25 0.22 -0.213
C -2.086 1.347 3.015 -0.01 -0.10 -0.04 0.010
C -2.728 0.987 4.187 0.06 -0.06 -0.14 -0.237
C -3.014 2.018 5.235 0.01 -0.04 -0.03 -0.045
H -4.085 2.085 5.424 -0.07 0.06 0.08 0.084
H -2.656 2.996 4.926 0.00 0.07 0.02 0.075
H -2.530 1.753 6.175 0.00 0.04 0.11 0.084
H -1.794 2.379 2.868 0.03 0.12 0.00 0.113
N -1.154 0.870 0.867 -0.01 0.37 0.23 0.134
C -0.784 0.177 -0.243 0.12 0.58 -0.31 -0.433
O -0.996 -1.002 -0.419 -0.10 -0.32 0.01 0.078
C -0.062 1.069 -1.259 0.01 -0.02 -0.22 -0.233
C 0.064 0.379 -2.621 -0.07 -0.21 0.23 -0.112
H -0.909 -0.005 -2.929 -0.01 0.03 -0.06 0.122
H 0.399 1.114 -3.358 -0.01 0.01 -0.02 0.124
C 1.061 -0.785 -2.585 -0.45 -0.10 -0.34 -0.138
N 2.337 -0.338 -2.076 -0.02 -0.11 0.10 -0.038
C 3.464 -0.141 -2.800 0.17 0.08 -0.05 -0.386
O 4.416 0.491 -2.375 0.16 0.16 -0.14 0.080
C 3.529 -0.812 -4.126 -0.18 -0.99 0.09 -0.195
C 3.304 -2.112 -4.500 0.07 0.75 0.34 -0.022
C 3.697 -2.205 -5.854 0.22 0.42 -0.29 -0.053
C 4.133 -0.962 -6.200 -0.11 -0.81 -0.32 -0.110
O 4.043 -0.122 -5.163 0.10 0.54 0.25 0.075
H 4.511 -0.567 -7.122 0.06 0.16 -0.06 0.122
H 3.660 -3.075 -6.477 0.03 -0.13 -0.19 0.101
H 2.926 -2.901 -3.883 -0.11 -0.10 0.19 0.118
C 2.251 0.230 -0.748 0.29 0.28 0.27 -0.121
C 1.335 1.452 -0.749 0.03 -0.15 0.01 -0.116
H 1.287 1.869 0.259 0.03 0.05 0.00 0.113
H 1.762 2.209 -1.410 0.01 0.03 0.03 0.128
H 3.261 0.509 -0.440 -0.17 -0.09 0.03 0.125
H 1.859 -0.535 -0.069 0.04 0.00 0.00 0.136
H 1.181 -1.190 -3.588 -0.04 0.03 0.15 0.113
H 0.672 -1.565 -1.925 0.07 0.04 -0.15 0.122
H -0.662 1.980 -1.382 0.04 -0.07 0.05 0.146
H -0.942 1.859 0.881 0.01 -0.20 -0.13 0.139
H -1.974 -1.644 1.452 0.01 -0.01 -0.03 0.098
H -3.110 -2.301 3.522 -0.03 -0.11 0.02 0.111
H -4.021 -1.836 5.610 -0.03 -0.06 0.04 0.075
H -3.187 -0.563 6.507 -0.02 -0.02 0.13 0.082
H -4.742 -0.230 5.754 -0.09 0.00 0.10 0.082
```
Forces are in eV/Å.